Record 1
{
  "formula": "C4H8N2",
  "method": "ωB97M-V/def2-TZVPD",
  "elements": ["C", "N", "C", "C", "C", "N", "H", "H", "H", "H", "H", "H", "H", "H"],
  "coordinates": [[-1.3256, 0.9630, -0.7713], [-0.4382, 0.9266, 0.1989], [0.6530, 0.1453, 0.3534], [1.0504, -0.7808, -0.7457], [1.4198, 0.3638, 1.5170], [2.0417, 0.5503, 2.4844], [-1.1973, 0.3346, -1.6401], [-2.1617, 1.6391, -0.6737], [-1.8510, -1.4124, 0.5030], [-0.6127, 1.5550, 0.9785], [-1.2483, -1.5530, 0.9221], [1.8270, -1.4652, -0.3984], [0.1988, -1.3862, -1.0858], [1.4392, -0.2388, -1.6207]],
  "forces_ev_per_angstrom": [[0.1, 0.0, -0.1], [0.1, 0.0, 0.1], [-0.1, 0.1, -0.1], [0.0, -0.1, 0.0], [0.5, 0.2, 0.8], [-0.5, -0.2, -0.9], [0.0, 0.1, 0.1], [0.1, -0.1, 0.0], [0.0, -0.1, 0.1], [0.0, -0.1, -0.1], [-0.1, 0.0, 0.0], [-0.1, 0.1, 0.0], [0.1, 0.1, 0.1], [-0.1, 0.0, 0.1]],
  "gap_ev": 8.109,
  "lumo_ev": 0.537,
  "e_above_lowest_kj_mol": 272.08,
  "homo_energy_ha": -0.278,
  "e_tot_ha": -266.6184
}

---

Record 2
{
  "formula": "C4H7NO",
  "method": "ωB97M-V/def2-TZVPD",
  "elements": ["C", "C", "C", "O", "H", "H", "H", "H", "C", "N", "H", "H", "H"],
  "coordinates": [[-2.4029, 0.1425, 0.2722], [-0.9074, 0.0830, 0.0954], [-0.2576, 0.9167, -0.6890], [0.2861, 1.6886, -1.3789], [-2.8414, -0.8517, 0.1419], [-2.8619, 0.8036, -0.4670], [-2.6803, 0.5065, 1.2676], [-0.3149, -0.6665, 0.6050], [2.5571, -0.1749, 0.1061], [2.0220, -1.0284, -0.6654], [2.8209, 0.8046, -0.3036], [2.7668, -0.3313, 1.1745], [1.8135, -1.8928, -0.1587]],
  "forces_ev_per_angstrom": [[-0.2, 0.0, 0.0], [0.2, 0.1, -0.1], [0.2, 0.4, -0.3], [-0.4, -0.6, 0.5], [0.0, 0.1, 0.0], [0.0, -0.1, 0.1], [0.0, -0.1, -0.1], [-0.1, 0.1, -0.1], [0.0, 0.0, -0.1], [0.2, 0.1, 0.4], [0.0, -0.2, 0.1], [0.0, 0.0, -0.2], [0.1, 0.1, -0.1]],
  "gap_ev": 9.478,
  "smiles": "CC=C=O.C=N",
  "lumo_ev": 0.818,
  "e_above_lowest_kj_mol": 245.10,
  "homo_energy_ha": -0.318,
  "e_tot_ha": -286.5383
}

---

Record 3
{
  "formula": "C8H16Cl8",
  "method": "ωB97M-V/def2-TZVPD",
  "elements": ["Cl", "C", "C", "Cl", "H", "H", "H", "H", "Cl", "C", "C", "Cl", "H", "H", "H", "H", "Cl", "C", "C", "Cl", "H", "H", "H", "H", "Cl", "C", "C", "Cl", "H", "H", "H", "H"],
  "coordinates": [[0.2947, -5.1668, 7.0387], [1.0579, -5.6225, 5.5029], [1.0808, -4.4134, 4.5196], [2.1912, -3.1378, 5.1212], [0.4562, -6.4600, 5.1499], [2.0989, -5.9017, 5.6657], [0.1304, -3.9166, 4.3248], [1.5373, -4.7655, 3.5946], [8.7143, -2.3379, -5.2238], [7.1263, -2.2293, -4.4940], [7.1696, -3.1946, -3.2784], [7.0374, -4.8627, -3.7555], [6.3784, -2.3136, -5.2824], [7.0383, -1.1965, -4.1568], [6.3945, -3.0014, -2.5368], [8.1728, -3.0375, -2.8822], [-0.2106, -0.5031, -2.0281], [-1.7574, 0.4350, -1.6560], [-2.8136, 0.0062, -2.6584], [-4.1497, 1.1165, -2.8852], [-1.3413, 1.3964, -1.9569], [-1.8745, 0.3131, -0.5791], [-3.2080, -0.9466, -2.3053], [-2.3370, -0.0394, -3.6376], [-4.3775, 6.8144, 2.0422], [-5.5597, 7.8697, 1.2498], [-6.7628, 7.0668, 0.8165], [-8.1197, 8.0230, 0.2917], [-5.0607, 8.3703, 0.4201], [-5.8008, 8.6420, 1.9802], [-7.1131, 6.4645, 1.6548], [-6.3925, 6.5289, -0.0563]],
  "forces_ev_per_angstrom": [[0.1, 0.1, 0.3], [-0.2, 1.2, -0.6], [0.4, -0.7, 0.4], [-0.1, -0.1, 0.0], [0.3, 0.1, -0.4], [-0.2, -0.2, 0.2], [0.0, -0.4, 0.2], [-0.2, 0.1, -0.1], [0.8, 0.1, -0.9], [-0.2, 0.3, 0.8], [-0.3, 1.3, -0.7], [-0.1, -0.9, -0.3], [-0.1, -0.8, 0.3], [0.0, -0.1, 0.4], [0.1, 0.2, -0.1], [-0.3, -0.1, 0.4], [-0.5, -0.4, 0.2], [1.8, 0.5, -1.0], [0.6, -0.8, 0.5], [-0.5, 0.6, 0.4], [-0.7, 0.4, 0.6], [-0.6, 0.2, -0.4], [-0.1, -0.1, -0.6], [0.0, -0.5, 0.2], [0.2, -0.3, 0.0], [-0.1, 1.2, 0.4], [1.1, -0.4, 0.0], [-0.6, 0.8, -0.3], [-0.1, -0.2, -0.1], [-0.2, -0.1, 0.0], [0.2, -0.3, -0.4], [-0.5, -0.7, 0.3]],
  "gap_ev": 11.140,
  "smiles": "ClCCCl.ClCCCl.ClCCCl.ClCCCl",
  "lumo_ev": 0.448,
  "e_above_lowest_kj_mol": 111.09,
  "homo_energy_ha": -0.393,
  "e_tot_ha": -3995.9343
}

---

Record 4
{
  "formula": "C6H15NS",
  "method": "ωB97M-V/def2-TZVPD",
  "elements": ["C", "C", "C", "S", "C", "N", "C", "C", "H", "H", "H", "H", "H", "H", "H", "H", "H", "H", "H", "H", "H", "H", "H"],
  "coordinates": [[0.0179, 1.0319, 0.9399], [-1.4561, 1.2116, 0.5582], [-2.3863, 0.0636, 0.9363], [-1.5126, -1.5172, 3.2849], [0.5914, -0.2975, 0.4521], [0.8333, -0.3099, -0.9880], [1.1463, -1.6253, -1.5351], [1.8835, 0.6349, -1.4270], [-0.0022, 0.9390, 2.0416], [0.5810, 1.9227, 0.6747], [-1.8309, 2.1655, 0.9284], [-1.5305, 1.2336, -0.5359], [-3.4265, 0.3846, 0.8840], [-2.2277, -0.2911, 1.9852], [-2.2020, -0.7358, 0.2213], [-0.0842, -1.1199, 0.6912], [1.5335, -0.5091, 0.9904], [0.3352, -2.3448, -1.4396], [1.3237, -1.4834, -2.6003], [2.0513, -2.0554, -1.0857], [1.8154, 1.6556, -1.0587], [1.6187, 0.7337, -2.4858], [2.9276, 0.3126, -1.4319]],
  "forces_ev_per_angstrom": [[-1.1, -0.9, 1.1], [0.1, 0.0, -0.4], [0.4, 0.4, -1.1], [-0.3, 0.6, -0.7], [0.9, 0.2, -0.4], [0.4, 0.4, 0.4], [0.1, 0.4, 0.0], [-1.2, -0.1, -1.6], [0.3, 0.3, -0.2], [0.2, -0.2, -0.1], [0.0, 0.0, 0.1], [0.0, 0.2, 0.0], [0.0, -0.3, 0.2], [0.2, -0.4, 1.0], [-0.3, -0.3, 0.4], [0.0, 0.1, 0.1], [-0.1, 0.0, 0.1], [-0.2, 0.1, 0.2], [0.1, -0.2, -0.1], [0.1, -0.1, 0.0], [-0.2, -0.2, 0.5], [0.5, 0.3, -0.2], [0.1, -0.4, 0.6]],
  "gap_ev": 5.737,
  "lumo_ev": -2.816,
  "e_above_lowest_kj_mol": 393.21,
  "homo_energy_ha": -0.314,
  "e_tot_ha": -690.3917
}

---

Record 5
{
  "formula": "C4H8BN3O2",
  "method": "ωB97M-V/def2-TZVPD",
  "elements": ["B", "C", "C", "C", "C", "N", "N", "N", "O", "O", "H", "H", "H", "H", "H", "H", "H", "H"],
  "coordinates": [[-0.2794, 0.9044, -0.7105], [0.4542, 1.6573, 1.5245], [0.3172, -0.8018, 1.4940], [-0.8334, 0.7508, -2.1876], [0.1105, -2.2152, -0.4240], [0.2081, 1.9054, 0.1141], [0.4334, 0.4651, 2.0364], [0.1246, -0.8692, 0.1640], [0.6527, 2.6822, 2.1265], [0.5747, -1.8247, 2.2359], [-0.0899, 0.3473, -2.8626], [-1.4149, 1.4258, -2.7727], [-1.4563, -0.1477, -2.2109], [0.0792, -2.9735, 0.4204], [-0.7396, -2.2121, -1.0837], [1.0834, -2.3521, -0.8467], [0.1665, 2.8630, -0.0780], [0.6090, 0.3948, 3.0609]],
  "forces_ev_per_angstrom": [[0.9, -3.1, -0.1], [0.0, 4.2, -2.4], [1.6, -4.1, -0.1], [0.1, -1.8, 0.8], [0.0, 0.5, 1.9], [-0.7, -4.0, 0.7], [0.0, -2.4, 3.0], [-1.1, 3.6, -0.1], [0.3, 0.3, 1.4], [-1.1, 3.4, -1.6], [0.9, 0.3, 0.0], [-0.2, 1.3, 0.2], [-0.4, -0.1, 0.5], [-0.5, 1.0, -1.1], [0.0, -0.7, -0.5], [0.3, -0.3, -1.0], [0.0, 1.5, -0.2], [-0.1, 0.4, -1.2]],
  "gap_ev": 9.483,
  "lumo_ev": 0.211,
  "e_above_lowest_kj_mol": 222.25,
  "homo_energy_ha": -0.341,
  "e_tot_ha": -496.8693
}

---

Record 6
{
  "formula": "C16H15Br2O9PtS2",
  "method": "ωB97M-V/def2-TZVPD",
  "elements": ["Pt", "C", "O", "C", "C", "C", "C", "C", "C", "O", "C", "O", "C", "H", "H", "H", "H", "H", "H", "H", "H", "H", "O", "S", "O", "O", "C", "C", "C", "C", "C", "C", "S", "O", "O", "O", "H", "H", "H", "H", "Br", "C", "Br", "H", "H"],
  "coordinates": [[-0.8626, 0.7908, 1.3224], [0.9285, -4.6906, -1.2012], [-0.3317, -4.3203, -1.7820], [-1.0357, -3.3546, -1.2222], [-2.1850, -2.9502, -1.9432], [-2.9315, -1.9068, -1.5021], [-2.5646, -1.2048, -0.3196], [-3.2758, -0.0860, 0.1356], [-4.6504, 0.2831, -0.3116], [-2.8037, 0.7999, 0.9636], [-1.4498, -1.6937, 0.4315], [-1.1791, -1.1269, 1.6158], [-0.6867, -2.7492, -0.0088], [1.3586, -5.4157, -1.8826], [0.7764, -5.1486, -0.2239], [1.5784, -3.8185, -1.1208], [-2.4096, -3.4610, -2.8679], [-3.7734, -1.5596, -2.0857], [-4.5834, 0.6751, -1.3300], [-5.0603, 1.0618, 0.3241], [-5.2950, -0.5936, -0.3152], [0.1653, -3.0617, 0.5738], [-0.4421, 4.2725, -0.4991], [0.0243, 2.9735, -0.1828], [-0.1007, 2.6626, 1.3391], [-0.7019, 1.8228, -0.7620], [1.7556, 2.8943, -0.4847], [2.3907, 4.1281, -0.4990], [3.7708, 4.1939, -0.6303], [4.5096, 3.0310, -0.7362], [3.8763, 1.7940, -0.7137], [2.4997, 1.7069, -0.5924], [1.8291, 0.0542, -0.6610], [2.9050, -0.8414, -0.3622], [1.1258, -0.0966, -1.8963], [0.8306, -0.0459, 0.5115], [1.8035, 5.0306, -0.4192], [4.2597, 5.1581, -0.6482], [5.5853, 3.0774, -0.8365], [4.4447, 0.8782, -0.7920], [1.6694, 0.4250, 3.6777], [0.0000, 0.0208, 4.4657], [-1.4673, 1.0896, 3.6707], [-0.0217, 0.3132, 5.5095], [-0.2755, -1.0119, 4.2914]],
  "forces_ev_per_angstrom": [[0.2, -0.5, -0.3], [0.0, 0.0, 0.0], [0.0, 0.1, 0.0], [0.2, -0.1, 0.1], [-0.1, 0.0, -0.1], [0.0, 0.1, 0.1], [0.1, -0.1, 0.1], [0.3, 0.4, 0.1], [0.0, -0.2, -0.2], [-0.2, 0.1, 0.3], [-0.2, 0.2, 0.1], [-0.2, -0.1, -0.4], [-0.2, -0.1, -0.2], [0.0, 0.0, 0.0], [0.0, 0.0, 0.0], [0.0, 0.0, 0.0], [0.0, 0.0, 0.0], [0.0, 0.0, 0.0], [0.0, 0.0, 0.0], [0.0, 0.0, 0.0], [0.0, 0.0, 0.0], [0.0, 0.0, 0.0], [0.0, 0.0, 0.0], [-0.2, 0.0, 0.6], [-0.1, 0.2, -0.6], [0.0, -0.2, 0.0], [0.2, -0.2, -0.1], [0.0, 0.0, -0.1], [0.0, 0.0, 0.0], [0.0, 0.0, 0.0], [0.0, 0.0, 0.0], [-0.1, 0.2, 0.1], [-0.3, -0.1, 0.1], [0.0, 0.1, 0.0], [0.0, 0.0, 0.0], [0.5, 0.4, 0.4], [0.0, 0.0, 0.0], [0.0, 0.0, 0.0], [0.0, 0.0, 0.0], [0.0, 0.0, 0.0], [0.0, 0.0, 0.1], [0.0, 0.0, 0.1], [0.1, -0.1, -0.1], [0.0, -0.1, 0.0], [0.0, 0.0, 0.0]],
  "gap_ev": 5.563,
  "lumo_ev": -6.577,
  "e_above_lowest_kj_mol": 240.82,
  "total_charge": 1,
  "homo_energy_ha": -0.446,
  "e_tot_ha": -7359.1837
}